126
Properties=species:S:1:pos:R:3:mulliken_charge:R:1 method="wB97M-V/def2-TZVPD" lumo_ev=-1.4 homo_lumo_gap_ev=5.76
K -0.5677 3.1816 3.7552 0.968
K -1.5106 6.6893 2.0544 1.017
C -0.0432 3.2377 0.3738 0.519
O 0.3103 2.3030 1.3798 -0.483
O -0.3407 4.3866 0.9433 -0.743
C 1.1019 3.2951 -0.6395 0.499
F 1.3883 2.0278 -1.0288 -0.118
F 0.8339 4.0187 -1.7378 -0.264
F 2.2464 3.7958 -0.1389 -0.326
C -0.1010 0.9521 1.2094 1.479
C 0.4810 0.0974 2.2998 -0.611
H 0.1338 0.4266 3.2797 -0.243
H 0.3090 -0.9613 2.1174 0.167
H 1.5660 0.2413 2.3023 0.132
H 0.2190 0.5491 0.2417 -0.310
H -1.2001 0.9192 1.1858 -0.136
H -0.8864 2.8107 -0.2349 -0.562
C 1.6944 4.3168 6.1032 -0.073
O 1.1732 2.9650 6.2150 -0.140
O 1.3349 4.8839 5.0071 -0.835
C 1.3796 5.0780 7.3904 0.786
F 2.0622 4.5862 8.4445 -0.292
F 1.6974 6.3635 7.2950 -0.265
F 0.0685 5.0183 7.7527 -0.291
C 1.9661 1.9912 6.8355 -0.483
C 1.5064 0.5995 6.3886 -0.335
H 2.3183 0.1339 5.8316 -0.234
H 1.1897 -0.0309 7.2164 0.375
H 0.6566 0.6918 5.7102 0.051
H 1.8704 2.1049 7.9234 0.289
H 3.0227 2.1679 6.6036 0.382
H 2.8124 4.1876 6.1902 0.095
O -2.4941 0.0654 -5.1006 -0.918
P -1.3753 0.8566 -5.6384 0.176
N -0.5481 1.6770 -4.4597 0.944
C 0.6447 2.4845 -4.5837 -1.060
C -1.0332 1.6969 -3.1034 -0.951
N -1.7335 2.0659 -6.7334 0.363
C -1.7765 1.8175 -8.1581 -1.078
C -2.0063 3.4251 -6.3115 -1.029
N -0.2969 -0.1070 -6.4518 0.548
C -0.7376 -1.4791 -6.7456 -1.147
C 1.0593 0.2469 -6.8124 -1.109
H 1.0076 2.5294 -5.6099 0.354
H 1.4702 1.9987 -4.0517 0.165
H 0.4786 3.5090 -4.2529 0.324
H -0.4785 1.1108 -2.3656 -0.201
H -2.1177 1.6415 -2.9971 0.229
H -0.9205 2.7226 -2.7091 0.477
H -1.5249 2.7420 -8.6948 0.354
H -1.0720 1.0477 -8.4614 0.369
H -2.7825 1.5789 -8.5302 0.252
H -2.9972 3.7632 -6.6328 0.377
H -2.0069 3.4787 -5.2262 0.208
H -1.2461 4.0961 -6.7243 0.356
H -1.1008 -1.9615 -5.8383 0.258
H -1.4616 -1.5254 -7.5557 0.252
H 0.1609 -2.0523 -6.9862 0.459
H 1.4057 -0.4188 -7.6015 0.462
H 1.7422 0.1510 -5.9638 0.145
H 1.0678 1.2616 -7.2120 0.398
O 1.0926 -2.7073 0.4969 -0.965
P 1.6899 -3.2017 -0.7578 0.606
N 2.9703 -2.2678 -1.2145 0.357
C 3.6128 -2.3277 -2.5127 -1.208
C 3.1623 -1.0148 -0.4921 -0.547
N 0.6406 -3.1990 -2.0663 0.416
C -0.3098 -4.2912 -2.1740 -1.069
C 0.0588 -1.8836 -2.3452 -1.083
N 2.2298 -4.7645 -0.6922 0.126
C 3.0052 -5.3979 -1.7317 -1.055
C 1.7337 -5.6102 0.3649 -1.047
H 4.6136 -2.7570 -2.4059 0.288
H 3.6982 -1.3121 -2.9041 0.462
H 3.0574 -2.9333 -3.2252 0.385
H 2.9858 -1.1576 0.5743 -0.445
H 2.4551 -0.2265 -0.7817 0.377
H 4.1959 -0.6843 -0.5864 0.579
H -1.0829 -4.2407 -1.3977 0.327
H -0.7537 -4.3062 -3.1704 0.328
H 0.2215 -5.2381 -2.0799 0.344
H -0.5519 -1.9101 -3.2479 0.058
H -0.5699 -1.5869 -1.4976 0.571
H 0.8633 -1.1560 -2.4675 0.030
H 4.0712 -5.1814 -1.5952 0.247
H 2.8581 -6.4770 -1.6905 0.450
H 2.7372 -5.0667 -2.7365 0.356
H 1.1428 -6.4613 -0.0066 0.373
H 1.1524 -5.0193 1.0652 0.234
H 2.5737 -6.0929 0.8849 0.374
O -6.0523 -1.0686 0.8547 -0.623
C -5.1076 -0.8660 0.1387 0.301
O -5.1916 -0.8871 -1.1916 -0.392
C -3.9828 -0.4134 -1.8274 -0.206
C -3.0266 -0.0725 -0.6897 1.229
C -3.6681 -0.5949 0.5763 0.506
H -4.2399 0.4804 -2.3906 0.213
H -3.6320 -1.1977 -2.4905 0.236
H -2.8081 0.9884 -0.5568 -0.151
H -2.0329 -0.5016 -0.8203 -0.745
H -3.7147 0.0934 1.4137 -0.523
H -3.3303 -1.5193 1.0500 0.358
O 5.8039 -1.6304 2.4919 -0.594
C 4.8655 -2.0974 3.0597 0.348
O 4.5669 -3.4154 2.9874 -0.354
C 3.3921 -3.6990 3.7445 -0.613
C 2.6566 -2.3671 3.8270 0.449
C 3.7805 -1.3100 3.8034 -0.432
H 3.6860 -4.0549 4.7343 0.319
H 2.7626 -4.4292 3.2441 0.317
H 1.9363 -2.2738 4.6399 0.521
H 2.0548 -2.2285 2.9229 -0.513
H 4.0837 -1.1139 4.8291 0.515
H 3.5187 -0.4816 3.1592 0.134
O -2.3620 1.0699 3.7339 -0.520
C -3.4863 0.9352 4.1484 0.222
O -4.2958 0.0111 3.6446 -0.310
C -5.6111 0.0497 4.2401 -0.378
C -5.6683 1.3462 5.0997 -0.594
C -4.2102 1.7346 5.2148 -0.256
H -5.7304 -0.8652 4.8199 0.309
H -6.3153 0.0172 3.4120 0.247
H -6.1924 1.0514 6.0031 0.308
H -6.2579 2.0686 4.5389 0.263
H -3.8058 1.4778 6.1977 0.281
H -3.9580 2.7851 5.0731 0.266